{"formula": "H2LiO", "method": "the ωB97M-V functional and the def2-TZVPD basis", "elements": ["O", "H", "H", "Li"], "positions_angstrom": [[0.944230, 0.325772, -0.814892], [1.835999, 0.689992, -0.614032], [1.108019, -0.375648, -1.485292], [-3.888248, -0.640118, 2.914216]], "atomic_forces_ev_per_a": [[0.990, -0.400, -0.389], [-0.927, -0.404, -0.273], [-0.099, 0.790, 0.691], [0.035, 0.015, -0.029]], "e_lumo_ev": -5.877, "total_charge": 1, "max_force_ha_per_bohr": 0.022, "energy_ha": -83.71368, "e_homo_ev": -13.9, "gap_ev": 8.0}